Entry 1:
Below is a cluster of 10 separate species, C54H128O38P8 in total at a distorted geometry, with properties calculated with the ωB97M-V functional and the def2-TZVPD basis.

Positions of all 228 atoms, in Å:
C1 5.0927 -16.4660 14.6389
C2 5.3648 -16.0791 16.0850
O1 5.4942 -17.3556 16.7007
C3 5.8596 -18.2870 15.7683
O2 6.2557 -19.3569 16.0437
O3 5.7602 -17.7668 14.5346
H1 5.5777 -15.9379 13.8165
H2 4.0607 -16.6123 14.3055
H3 4.5417 -15.4236 16.3719
H4 6.2802 -15.5039 16.2181
C4 2.6835 -13.7181 14.5838
C5 1.7980 -12.5268 14.2171
O4 2.7419 -11.5803 13.7231
C6 3.9541 -12.1542 13.5453
O5 4.8595 -11.6278 13.0257
O6 3.9488 -13.4153 14.0194
H5 2.2998 -14.6913 14.2709
H6 2.8342 -13.8165 15.6651
H7 1.3231 -12.1400 15.1165
H8 1.0489 -12.8048 13.4802
C7 -4.4392 -20.9376 7.5489
C8 -4.6698 -21.1761 9.0324
O7 -4.3782 -19.8545 9.6505
P1 -5.3435 -19.2340 10.7290
O8 -6.0687 -20.2043 11.5660
O9 -4.3772 -18.2443 11.4749
C9 -4.2188 -18.2848 12.8942
C10 -2.9748 -19.0296 13.3535
O10 -6.2981 -18.2933 9.8941
C11 -7.3647 -17.5627 10.5983
C12 -8.4775 -17.4347 9.5762
H9 -4.6846 -21.8030 6.9379
H10 -5.1516 -20.1286 7.3621
H11 -3.4595 -20.5342 7.3094
H12 -5.6797 -21.5293 9.2240
H13 -3.9381 -21.7575 9.5934
H14 -4.2097 -17.2818 13.3255
H15 -5.1249 -18.7065 13.3370
H16 -2.1445 -18.3532 13.5073
H17 -3.3407 -19.4546 14.2935
H18 -2.7237 -19.8732 12.7169
H19 -7.7075 -18.0745 11.4961
H20 -6.8775 -16.6094 10.8013
H21 -9.3762 -17.0902 10.1067
H22 -8.1928 -16.6886 8.8353
H23 -8.8054 -18.3303 9.0555
C13 4.5684 -15.0595 30.8440
C14 3.6355 -13.8992 30.7343
O11 3.2008 -13.8052 29.3653
P2 2.2128 -12.6469 28.9633
O12 1.5258 -12.0379 30.0795
O13 3.1343 -11.6880 28.1144
C15 2.6634 -10.4754 27.5543
C16 3.3993 -10.1787 26.2695
O14 1.2475 -13.3417 27.9226
C17 1.7882 -14.3082 27.0031
C18 0.8146 -14.5539 25.8689
H24 4.0730 -15.9848 30.5443
H25 5.3222 -15.0204 30.0475
H26 5.0626 -15.0687 31.8096
H27 2.7437 -14.0564 31.3448
H28 3.9981 -12.9222 31.0523
H29 1.5977 -10.4287 27.3073
H30 2.7899 -9.6723 28.2853
H31 3.3669 -11.1096 25.6955
H32 2.9289 -9.4198 25.6417
H33 4.4281 -9.8333 26.3724
H34 2.7986 -14.2259 26.5964
H35 1.7859 -15.2092 27.6247
H36 0.6525 -15.5921 25.5886
H37 -0.1878 -14.3615 26.2841
H38 0.8786 -13.8278 25.0593
C19 -4.2997 -12.4368 16.3123
C20 -4.4645 -13.0040 14.9264
O15 -5.8523 -13.0273 14.5551
P3 -6.6026 -14.3746 14.3156
O16 -5.8433 -15.3626 13.5774
O17 -7.9225 -13.7919 13.6817
C21 -8.5642 -14.4883 12.6029
C22 -9.2539 -15.7808 13.0638
O18 -7.0346 -14.7868 15.7771
C23 -7.1846 -16.1977 16.1632
C24 -7.4159 -16.1980 17.6411
H39 -4.6152 -13.1113 17.1061
H40 -3.2600 -12.1928 16.5392
H41 -4.8672 -11.5042 16.3066
H42 -3.9059 -12.4378 14.1836
H43 -4.1447 -14.0464 14.8214
H44 -9.2744 -13.8129 12.1288
H45 -7.8819 -14.7799 11.7964
H46 -8.5059 -16.5579 13.2083
H47 -9.8957 -15.5858 13.9222
H48 -9.9186 -16.0688 12.2429
H49 -7.9801 -16.6200 15.5458
H50 -6.2632 -16.7007 15.8595
H51 -7.6315 -17.2286 17.9749
H52 -6.5320 -15.9388 18.2174
H53 -8.3528 -15.7579 17.9817
C25 -0.9992 -21.3573 10.5814
C26 -0.7167 -19.9344 10.9503
O19 0.0322 -19.3814 9.7972
P4 0.7132 -17.9633 9.8802
O20 0.8676 -17.3098 11.1634
O21 2.0684 -18.1874 9.1197
C27 3.2415 -18.6267 9.7961
C28 4.5071 -18.0710 9.1709
O22 -0.1060 -17.1041 8.8519
C29 -0.7381 -17.6909 7.7258
C30 -0.5131 -16.7907 6.5317
H54 -1.5291 -21.4739 9.6349
H55 -0.0666 -21.9160 10.5031
H56 -1.6261 -21.8443 11.3333
H57 -1.5680 -19.2590 10.9931
H58 -0.1050 -19.9298 11.8525
H59 3.1804 -18.5795 10.8824
H60 3.3370 -19.7025 9.5873
H61 4.9561 -18.7636 8.4537
H62 4.3307 -17.1744 8.5778
H63 5.2660 -17.9168 9.9307
H64 -0.3961 -18.6941 7.4627
H65 -1.7966 -17.8463 7.9404
H66 0.4202 -16.2361 6.5880
H67 -0.5347 -17.3478 5.5957
H68 -1.3110 -16.0455 6.4895
C31 -9.8773 -22.7908 20.4092
C32 -9.8921 -21.3780 19.9669
O23 -8.6469 -21.1145 19.2401
P5 -8.7711 -20.5427 17.7899
O24 -9.2223 -21.4762 16.7591
O25 -9.7014 -19.2894 18.0298
C33 -10.3842 -18.5229 17.0105
C34 -11.8246 -18.3985 17.4577
O26 -7.3905 -19.9178 17.3675
C35 -6.3042 -20.7926 16.9511
C36 -5.2378 -19.8955 16.3581
H69 -9.2304 -22.9931 21.2585
H70 -10.8728 -23.0118 20.8336
H71 -9.8359 -23.5460 19.6279
H72 -10.7379 -21.0576 19.3652
H73 -9.8360 -20.6967 20.8153
H74 -9.9559 -17.5611 16.7212
H75 -10.2419 -19.1853 16.1487
H76 -11.8758 -17.9667 18.4504
H77 -12.3334 -17.7402 16.7476
H78 -12.2701 -19.3789 17.3043
H79 -5.9115 -21.2394 17.8651
H80 -6.6659 -21.4892 16.1985
H81 -4.8009 -19.2133 17.0906
H82 -4.4273 -20.5882 16.1057
H83 -5.5950 -19.3346 15.4982
C37 3.7459 -13.6959 21.0158
C38 4.7614 -13.6269 19.8978
O27 4.8552 -12.2820 19.3891
P6 5.5602 -11.9334 18.0407
O28 4.8690 -12.4311 16.8523
O29 5.6855 -10.3565 18.0841
C39 5.2005 -9.6787 16.9137
C40 5.1586 -8.1822 17.1899
O30 7.0204 -12.4956 18.2437
C41 8.2269 -12.0042 17.6310
C42 8.7572 -10.7007 18.1740
H84 4.0486 -13.0485 21.8411
H85 2.7410 -13.4781 20.6840
H86 3.8837 -14.7212 21.3710
H87 5.7521 -14.0023 20.1485
H88 4.3428 -14.2439 19.0913
H89 5.7534 -9.9269 16.0040
H90 4.1999 -10.0233 16.6303
H91 5.0611 -7.6398 16.2522
H92 4.5064 -7.9046 18.0061
H93 6.2080 -7.9757 17.4531
H94 8.9432 -12.8073 17.8096
H95 8.0741 -11.9671 16.5488
H96 9.7011 -10.3956 17.7171
H97 8.0193 -9.9318 17.9579
H98 9.0295 -10.7627 19.2285
C43 -5.2769 -18.9763 26.5484
C44 -4.7368 -17.5428 26.6064
O31 -4.0127 -17.3487 25.3644
P7 -2.4515 -17.0857 25.3528
O32 -1.9008 -17.1980 26.7008
O33 -2.1986 -15.6834 24.6524
C45 -3.2222 -14.6622 24.8228
C46 -2.9149 -13.5530 23.8451
O34 -1.9866 -18.1019 24.2605
C47 -0.8537 -18.9904 24.4411
C48 -0.7636 -20.0234 23.3149
H99 -5.8682 -19.2796 27.4089
H100 -5.9306 -19.0172 25.6761
H101 -4.4049 -19.6084 26.3873
H102 -5.5494 -16.8164 26.5550
H103 -4.0999 -17.3538 27.4650
H104 -4.1912 -15.1085 24.5927
H105 -3.2635 -14.3744 25.8765
H106 -3.5748 -12.7072 24.0408
H107 -1.8560 -13.3085 23.8196
H108 -3.1791 -13.8859 22.8374
H109 0.0165 -18.4177 24.7510
H110 -1.1649 -19.6060 25.2915
H111 -0.5435 -20.9213 23.9018
H112 -1.6593 -20.2790 22.7608
H113 0.0968 -19.8706 22.6656
C49 0.5831 -15.3851 21.7758
C50 0.8480 -16.7547 21.1415
O35 0.6685 -16.6835 19.6929
P8 -0.3812 -17.5586 18.9241
O36 -0.3603 -18.9681 19.2962
O37 -1.7987 -16.8786 19.1403
C51 -2.8239 -17.1250 18.1734
C52 -3.1677 -15.9131 17.3483
O38 -0.0822 -17.2625 17.4014
C53 0.4827 -18.3420 16.6224
C54 -0.4068 -18.4763 15.4039
H114 1.1220 -14.6312 21.2142
H115 -0.4934 -15.2546 21.7094
H116 0.9974 -15.4609 22.7809
H117 1.8601 -17.1409 21.2584
H118 0.1186 -17.4608 21.5466
H119 -2.7385 -18.0646 17.6195
H120 -3.6882 -17.4055 18.7919
H121 -4.2085 -16.0075 17.0268
H122 -3.1032 -14.9714 17.8930
H123 -2.4941 -15.8091 16.4952
H124 1.5087 -18.0943 16.3364
H125 0.5238 -19.2490 17.2245
H126 -1.4277 -18.4878 15.7844
H127 -0.2882 -17.5928 14.7759
H128 -0.2354 -19.3909 14.8392

Output
Charge: 0
Lowest unoccupied orbital energy, eV: 0.2194
Electronic energy, eV: -210210.0333
F_max, eV/A: 2.4
2S+1: 1
Frontier orbital gap, eV: 10.62
Energy above the lowest of the compared OMol25 structures with the same formula, charge and spin, kcal per mole: 0.00
HOMO energy, eV: -10.4


Entry 2:
Below is an isolated molecule of C5H10O at a distorted geometry, with properties calculated with the ωB97M-V functional and the def2-TZVPD basis.

Positions of all 16 atoms, in Å:
C1 -1.3591 -1.3171 0.7299
C2 -0.7080 -0.7210 -0.5212
C3 0.1470 0.5478 -0.3334
C4 0.7643 0.9186 1.0108
C5 1.1502 0.8712 -1.3403
O1 -0.1057 1.5176 -1.3567
H1 -2.1216 -0.6550 1.1563
H2 -0.6167 -1.5250 1.5065
H3 -1.8478 -2.2686 0.4877
H4 -1.4887 -0.5104 -1.2669
H5 -0.0601 -1.4767 -0.9802
H6 0.2718 0.4196 1.8362
H7 1.8133 0.5776 1.0022
H8 0.7872 1.9987 1.1689
H9 1.4055 0.0769 -2.0275
H10 1.9684 1.5458 -1.0722

Output
Charge: 0
Lowest unoccupied orbital energy, eV: 1.0217
Electronic energy, eV: -7392.9344
F_max, eV/A: 1.1
2S+1: 1
Frontier orbital gap, eV: 10.94
Energy above the lowest of the compared OMol25 structures with the same formula, charge and spin, kcal per mole: 42.22
HOMO energy, eV: -9.9


Entry 3:
Below is a cluster of 2 separate species, C3H6O3 in total at a distorted geometry, with properties calculated with the ωB97M-V functional and the def2-TZVPD basis.

Positions of all 12 atoms, in Å:
C1 1.1939 -1.4656 1.9529
C2 -1.1813 0.1112 -0.9617
C3 0.0350 0.7806 -0.3526
O1 1.4735 -0.4520 2.6864
O2 0.0490 1.2777 0.7222
O3 1.0088 -1.4240 0.7549
H1 1.3218 -2.3529 2.4629
H2 -1.1327 -0.5079 -1.8138
H3 -1.8113 -0.3407 -0.2044
H4 -1.9525 0.8158 -1.2830
H5 1.4419 0.2540 2.0504
H6 0.9906 0.9415 -0.9973

Output
Charge: 0
Lowest unoccupied orbital energy, eV: 1.0102
Electronic energy, eV: -9349.8944
F_max, eV/A: 3.0
2S+1: 1
Frontier orbital gap, eV: 10.99
Energy above the lowest of the compared OMol25 structures with the same formula, charge and spin, kcal per mole: 32.80
HOMO energy, eV: -10.0


Entry 4:
Below is a structure of composition C25H24ClCrN5O2, with properties calculated with the ωB97M-V functional and the def2-TZVPD basis.

Positions of all 58 atoms, in Å:
Cr1 -0.4766 0.2982 -0.2198
C1 -0.2237 -2.6805 -0.5365
N1 0.1566 -1.4417 -1.2800
C2 1.6313 -1.2929 -1.3716
C3 2.1826 -0.9337 -0.0155
C4 3.4215 -1.3499 0.4206
C5 3.8608 -0.9264 1.6696
C6 3.0362 -0.1319 2.4436
C7 1.7963 0.2380 1.9480
N2 1.3912 -0.1445 0.7301
C8 -0.5027 -1.3622 -2.6049
C9 -1.9030 -0.8183 -2.4772
C10 -2.9117 -1.1320 -3.3658
C11 -4.1396 -0.5029 -3.2262
C12 -4.3217 0.4147 -2.2052
C13 -3.2711 0.6706 -1.3441
N3 -2.0886 0.0624 -1.4837
C14 -1.0658 -2.4428 0.7021
C15 -1.5313 -3.4960 1.4676
C16 -2.2422 -3.2088 2.6215
C17 -2.4593 -1.8881 2.9874
C18 -1.9686 -0.8875 2.1716
N4 -1.3015 -1.1764 1.0440
H1 0.6913 -3.1928 -0.2335
H2 -0.7481 -3.3568 -1.2141
H3 1.8301 -0.4762 -2.0662
H4 2.1003 -2.1997 -1.7631
H5 4.0317 -1.9868 -0.2059
H6 4.8340 -1.2286 2.0338
H7 3.3346 0.2061 3.4259
H8 1.0948 0.8607 2.5033
H9 -0.5041 -2.3333 -3.1052
H10 0.0740 -0.6706 -3.2204
H11 -2.7347 -1.8535 -4.1523
H12 -4.9472 -0.7294 -3.9099
H13 -5.2631 0.9265 -2.0657
H14 -3.3430 1.3715 -0.5227
H15 -1.3325 -4.5175 1.1701
H16 -2.6167 -4.0151 3.2385
H17 -2.9928 -1.6316 3.8913
H18 -2.0647 0.1684 2.4020
Cl1 4.0525 4.4466 2.4006
C19 2.9330 3.7282 1.2832
C20 3.3728 3.2898 0.0435
C21 2.4641 2.7209 -0.8273
C22 1.1046 2.5493 -0.5237
C23 0.2366 1.8041 -1.4905
C24 0.7336 2.9608 0.7590
C25 1.6164 3.5586 1.6467
H19 4.4112 3.4084 -0.2364
H20 2.8053 2.4092 -1.8082
H21 0.7930 1.5758 -2.4024
H22 -0.6768 2.3370 -1.7429
H23 -1.1755 3.5158 1.3895
H24 1.2713 3.8227 2.6357
O1 -0.4750 2.2040 2.6291
N5 -0.6086 2.6629 1.3855
O2 -1.3714 1.7972 0.5772

Output
Charge: +1
Lowest unoccupied orbital energy (alpha / beta), eV: -2.6163 / -2.9699
Electronic energy, eV: -78797.8853
F_max, eV/A: 0.6
2S+1: 4
Frontier orbital gap (alpha / beta), eV: 7.88 / 7.43
Energy above the lowest of the compared OMol25 structures with the same formula, charge and spin, kcal per mole: 0.56
HOMO energy (alpha / beta), eV: -10.5 / -10.4